(1)
The following is a quantum chemistry calculation of an isolated molecule of C4H9NO2, from OMol25.

```
16
Properties=species:S:1:pos:R:3:mulliken_charge:R:1
C 1.350 1.254 0.987 -1.503
C 0.822 0.880 -0.385 0.552
O 1.648 -0.157 -0.872 -0.579
C -0.669 0.439 -0.292 -0.643
C -0.876 -0.825 -1.098 0.570
O -0.587 -0.879 -2.288 -0.683
N -1.371 -1.891 -0.421 -0.418
H 1.236 0.398 1.661 0.374
H 0.796 2.105 1.397 0.373
H 2.413 1.508 0.935 0.349
H 0.899 1.755 -1.047 0.227
H 1.276 -0.422 -1.730 0.336
H -0.971 0.306 0.754 0.330
H -1.317 1.208 -0.724 0.281
H -1.410 -2.776 -0.903 0.238
H -1.444 -1.894 0.584 0.198
```

The HOMO energy comes out at -10.1 eV. The value obtained for the gap between HOMO and LUMO is 10.98 eV. Its SMILES is C[C@@H](O)CC(N)=O.

=====

(2)
The following is a quantum chemistry calculation of an isolated molecule of C4H9NO2 at a distorted geometry, from OMol25.

```
16
Properties=species:S:1:pos:R:3:mulliken_charge:R:1
C -2.040 -0.214 -0.438 -1.485
C -0.511 0.203 -0.604 0.518
O -0.422 1.510 -0.052 -0.564
C 0.375 -0.798 0.131 -0.681
C 1.867 -0.496 0.313 0.339
O 2.720 -1.334 0.086 -0.622
N 2.139 0.728 0.843 -0.346
H -2.352 -0.388 0.612 0.421
H -2.151 -1.145 -0.977 0.377
H -2.788 0.492 -0.858 0.440
H -0.274 0.248 -1.674 0.224
H -1.365 1.432 0.140 0.350
H -0.047 -0.919 1.137 0.255
H 0.315 -1.754 -0.390 0.301
H 3.110 0.994 0.918 0.238
H 1.424 1.441 0.814 0.234
```

The HOMO energy comes out at -9.6 eV. The value obtained for the gap between HOMO and LUMO is 10.42 eV. Its SMILES is C[C@@H](O)CC(N)=O.

=====

(3)
The following is a quantum chemistry calculation of a cluster of 2 separate species, C4H9NO2 in total at a distorted geometry, from OMol25.

```
16
Properties=species:S:1:pos:R:3:mulliken_charge:R:1
C 0.608 0.089 3.031 -0.478
C -0.583 -0.963 -2.696 -0.995
C -0.296 1.216 -0.361 -0.801
C 0.211 -1.052 -1.473 0.674
O 0.522 0.158 0.738 -0.196
O 1.176 0.668 1.865 -0.316
N 0.757 -1.697 -0.665 -0.485
H 1.165 0.516 3.866 0.248
H -0.456 0.338 3.105 0.227
H 0.730 -0.997 3.013 0.221
H -1.633 -0.796 -2.433 0.315
H -0.248 -0.112 -3.286 0.297
H -0.515 -1.888 -3.269 0.307
H 0.431 1.758 -0.964 0.300
H -1.189 0.915 -0.907 0.373
H -0.679 1.848 0.436 0.309
```

The HOMO energy comes out at -9.0 eV. The value obtained for the gap between HOMO and LUMO is 9.75 eV. Its SMILES is CC#N.COOC.

=====

(4)
The following is a quantum chemistry calculation of an isolated molecule of C4H9NO2, from OMol25.

```
16
Properties=species:S:1:pos:R:3:mulliken_charge:R:1
N -0.594 -1.438 1.182 -0.301
C 0.596 -0.848 1.470 0.404
O 1.290 -1.184 2.415 -0.647
C 1.022 0.289 0.540 -0.471
C 0.670 0.143 -0.950 -0.641
C -0.594 0.877 -1.382 -0.501
O -1.762 0.406 -0.705 -0.589
H -0.924 -2.144 1.821 0.209
H -1.210 -1.060 0.472 0.251
H 0.593 1.220 0.943 0.275
H 2.102 0.372 0.679 0.269
H 1.493 0.540 -1.557 0.341
H 0.578 -0.918 -1.213 0.403
H -0.475 1.956 -1.214 0.355
H -0.763 0.729 -2.454 0.318
H -2.023 1.059 -0.046 0.324
```

The HOMO energy comes out at -9.5 eV. The value obtained for the gap between HOMO and LUMO is 10.13 eV. Its SMILES is NC(=O)CCCO.

=====

(5)
The following is a quantum chemistry calculation of an isolated molecule of C4H9NO2, from OMol25.

```
16
Properties=species:S:1:pos:R:3:mulliken_charge:R:1
C 0.142 -2.241 -0.656 -0.925
N 0.614 -0.953 -0.162 -0.375
C -0.306 -0.418 0.815 -0.528
O 0.168 0.734 1.479 -0.421
C 0.549 1.787 0.622 -0.470
C -0.509 2.049 -0.442 0.090
O -0.382 1.683 -1.588 -0.464
H -0.879 -2.213 -1.081 0.319
H 0.821 -2.599 -1.435 0.333
H 0.148 -2.973 0.160 0.306
H -0.451 -1.163 1.602 0.404
H 0.657 2.673 1.258 0.337
H 1.502 1.581 0.118 0.318
H -1.298 -0.193 0.371 0.378
H -1.437 2.558 -0.107 0.381
H 0.661 -0.313 -0.954 0.317
```

The HOMO energy comes out at -9.2 eV. The value obtained for the gap between HOMO and LUMO is 9.86 eV. Its SMILES is CNCOCC=O.

=====

(6)
The following is a quantum chemistry calculation of an isolated molecule of C4H9NO2, from OMol25.

```
16
Properties=species:S:1:pos:R:3:mulliken_charge:R:1
C -1.128 1.513 -0.173 -1.552
C -0.259 0.337 0.257 0.158
C -0.946 -1.010 0.038 -0.419
O -0.376 -2.053 0.784 -0.554
N 0.998 0.337 -0.498 -0.180
C 2.108 -0.281 -0.018 0.055
O 2.201 -0.771 1.098 -0.604
H -0.585 2.458 -0.081 0.395
H -2.028 1.560 0.450 0.369
H -1.451 1.405 -1.216 0.343
H 0.003 0.442 1.316 0.362
H -2.016 -0.953 0.274 0.333
H -0.869 -1.213 -1.048 0.224
H 0.523 -1.793 1.046 0.384
H 0.872 0.302 -1.503 0.302
H 2.953 -0.279 -0.727 0.384
```

The HOMO energy comes out at -10.0 eV. The value obtained for the gap between HOMO and LUMO is 10.82 eV. Its SMILES is C[C@@H](CO)NC=O.

=====

(7)
The following is a quantum chemistry calculation of a cluster of 2 separate species, C4H9NO2 in total at a distorted geometry, from OMol25.

```
16
Properties=species:S:1:pos:R:3:mulliken_charge:R:1
C 1.006 0.167 -0.599 -0.428
C 0.275 -0.767 0.324 -0.552
C -1.215 -0.783 -0.069 -0.494
C -1.890 0.505 0.276 -0.104
O 3.063 -0.621 -0.353 -0.614
O 1.140 1.379 -0.157 -0.268
N -2.531 1.159 -0.585 -0.605
H 3.533 0.204 -0.512 0.317
H 0.955 1.500 0.802 0.290
H 2.428 -0.740 -1.178 0.532
H -2.990 1.994 -0.224 0.255
H 0.693 -1.766 0.210 0.276
H 0.383 -0.470 1.382 0.332
H -1.326 -0.966 -1.138 0.314
H -1.709 -1.588 0.483 0.342
H -1.815 0.793 1.339 0.410
```

The HOMO energy comes out at -8.4 eV. The value obtained for the gap between HOMO and LUMO is 9.08 eV.

=====

(8)
The following is a quantum chemistry calculation of a structure of composition C4H9NO2 at a distorted geometry, from OMol25.

```
16
Properties=species:S:1:pos:R:3:mulliken_charge:R:1
C 1.495 -0.044 0.607 -0.368
O 2.787 -0.041 -0.107 -0.535
C 0.423 -0.040 -0.506 -0.939
C -0.895 1.405 -0.057 -1.090
C -1.049 -0.006 0.021 1.594
N -2.004 -0.543 -1.079 -0.764
O -1.096 -0.733 1.134 -0.799
H 1.302 -0.933 1.293 0.292
H 1.501 0.896 1.208 0.276
H 3.565 0.011 0.540 0.311
H 0.744 0.704 -1.308 0.342
H 0.586 -0.919 -1.023 0.404
H -0.866 2.075 0.873 0.306
H -1.170 1.870 -1.030 0.343
H -2.110 -1.515 -0.787 0.349
H -2.898 -0.088 -0.812 0.275
```

The HOMO energy comes out at -8.5 eV. The value obtained for the gap between HOMO and LUMO is 7.10 eV.

=====

(9)
The following is a quantum chemistry calculation of an isolated molecule of C4H9NO2, from OMol25.

```
16
Properties=species:S:1:pos:R:3:mulliken_charge:R:1
C -2.136 -0.706 -0.084 -1.356
C -0.747 -0.340 -0.568 0.494
O -0.817 0.954 -1.129 -0.531
C 0.266 -0.369 0.579 -0.736
N 1.592 0.007 0.134 -0.134
C 2.256 1.145 0.485 0.118
O 3.370 1.432 0.104 -0.563
H -2.144 -1.718 0.334 0.373
H -2.845 -0.663 -0.914 0.329
H -2.468 -0.003 0.688 0.355
H -0.427 -1.074 -1.330 0.214
H 0.076 1.196 -1.413 0.323
H -0.050 0.348 1.346 0.296
H 0.287 -1.364 1.043 0.320
H 2.125 -0.640 -0.433 0.220
H 1.661 1.795 1.156 0.277
```

The HOMO energy comes out at -9.9 eV. The value obtained for the gap between HOMO and LUMO is 10.78 eV. Its SMILES is C[C@@H](O)CNC=O.

=====

(10)
The following is a quantum chemistry calculation of a cluster of 3 separate species, C4H9NO2 in total at a distorted geometry, from OMol25.

```
16
Properties=species:S:1:pos:R:3:mulliken_charge:R:1
C -1.648 0.826 -0.122 -0.801
N -1.032 -0.490 0.176 -0.339
C -0.805 -0.731 1.611 -0.601
C 0.258 -1.004 0.694 0.811
O 1.183 -1.732 0.450 -0.575
O 1.284 0.860 0.385 -0.390
C 2.068 0.628 -0.506 -0.330
H -2.591 0.899 0.443 0.373
H -1.916 0.959 -1.179 0.297
H -1.027 1.678 0.185 0.298
H -0.041 -0.475 -1.539 -0.087
H -1.295 -1.601 2.032 0.233
H -0.752 0.175 2.205 0.310
H 2.426 1.452 -1.127 0.291
H 0.516 -0.259 -1.992 0.134
H 2.432 -0.386 -0.737 0.375
```

The HOMO energy comes out at -8.9 eV. The value obtained for the gap between HOMO and LUMO is 9.42 eV. Its SMILES is CN1CC1=O.[H][H].C=O.

=====

(11)
The following is a quantum chemistry calculation of a cluster of 2 separate species, C4H9NO2 in total at a distorted geometry, from OMol25.

```
16
Properties=species:S:1:pos:R:3:mulliken_charge:R:1
C 0.137 0.351 1.354 -0.554
C -2.048 0.777 -0.477 -0.782
C 0.858 -1.600 -0.098 -1.351
C -0.021 -0.405 0.155 1.151
O 1.006 1.172 -0.276 -0.302
O 2.410 0.974 -0.536 -0.370
N -1.235 -0.414 -0.395 -0.548
H 2.376 0.517 -1.392 0.331
H 0.780 -0.035 2.142 0.279
H -0.590 1.109 1.611 0.253
H -1.573 1.710 -0.156 0.282
H -2.985 0.631 0.072 0.276
H -2.319 0.922 -1.529 0.272
H 0.456 -2.466 0.431 0.340
H 1.873 -1.426 0.260 0.404
H 0.875 -1.817 -1.167 0.319
```

The HOMO energy (spin up / spin down) comes out at -8.2 / -8.1 eV. The value obtained for the gap between HOMO and LUMO (spin up / spin down) is 7.59 / 7.27 eV.

=====

(12)
The following is a quantum chemistry calculation of an isolated molecule of C4H9NO2 at a distorted geometry, from OMol25.

```
16
Properties=species:S:1:pos:R:3:mulliken_charge:R:1
O 2.434 0.580 0.504 -0.506
C 1.593 0.853 -0.295 0.278
O 1.622 2.009 -1.020 -0.477
C 0.287 0.072 -0.465 0.258
C -0.537 0.161 0.812 -0.609
C -1.949 -0.428 0.786 -1.220
N 0.518 -1.373 -0.715 -0.704
H 1.659 1.798 -1.956 0.343
H -0.267 0.490 -1.308 0.384
H -0.659 1.168 1.211 0.412
H 0.084 -0.400 1.510 0.308
H -2.715 0.265 0.429 0.310
H -2.086 -1.300 0.145 0.341
H -2.199 -0.713 1.805 0.331
H 1.085 -1.667 0.073 0.288
H 1.131 -1.515 -1.517 0.263
```

The HOMO energy comes out at -9.8 eV. The value obtained for the gap between HOMO and LUMO is 10.37 eV. Its SMILES is CC[C@H](N)C(=O)O.

=====

So what do the calculations give for energy relative to the best compared isomer or geometry (same formula, charge and spin)? Going down the list: 44.53, 103.01, 698.29, 55.30, 234.50, 88.68, 435.98, 598.76, 78.90, 547.53, 768.82, 109.39 kJ/mol.